[1]
10
Properties=species:S:1:pos:R:3 method="wB97M-V/def2-TZVPD" energy_ha=-463.11092 e_lumo_ha=-0.2889 homo_energy_ev=-15.00 spin_multiplicity=1 charge=+1
C 1.208 -0.245 -0.425
N 0.299 0.724 0.158
N -1.927 1.345 -0.038
N -3.553 0.227 -0.354
N -0.849 0.950 0.035
N 2.136 -0.475 0.551
O 0.976 -0.927 -1.378
O -3.574 -0.746 0.145
H 2.511 0.196 1.132
H 2.773 -1.049 0.173

***

[2]
18
Properties=species:S:1:pos:R:3 method="wB97M-V/def2-TZVPD" energy_ha=-741.10073 e_lumo_ha="0.0763 / 0.0727" homo_energy_ev="-4.46 / -3.94" spin_multiplicity=2 charge=-1
C -0.582 0.532 0.618
N 1.171 0.695 -1.005
C 2.304 0.314 -0.095
O 2.344 -0.923 0.442
C -0.178 -0.195 -0.719
C -1.769 -0.103 0.156
S -4.833 0.591 0.967
N 0.256 -1.598 -0.673
H 0.026 0.142 1.431
H -0.635 1.612 0.644
H 0.903 1.575 -0.582
H 3.256 0.595 -0.573
H 2.239 1.082 0.742
H -0.564 0.033 -1.708
H -2.749 0.454 0.316
H -1.911 -1.132 0.459
H 1.245 -1.512 -0.039
H -0.524 -2.162 -0.381

***

[3]
101
Properties=species:S:1:pos:R:3 method="wB97M-V/def2-TZVPD" energy_ha=-3467.90080 e_lumo_ha="-0.1728 / -0.1786" homo_energy_ev="-10.00 / -10.10" spin_multiplicity=1 charge=+1
Ru -0.729 -0.531 0.608
C -1.430 2.724 3.301
C -0.841 2.188 2.158
N -1.226 0.926 1.995
N -2.061 0.622 3.026
C -2.195 1.699 3.817
B -2.851 -0.708 2.956
N -3.538 -0.686 1.570
C -4.784 -0.411 1.174
C -4.834 -0.473 -0.207
C -3.536 -0.771 -0.599
N -2.749 -0.908 0.478
N -1.838 -1.897 2.947
C -1.857 -3.080 3.689
C -0.777 -3.808 3.391
C 0.035 -3.007 2.429
N -0.779 -1.867 2.166
N -3.790 -0.917 4.108
C -4.987 -1.563 4.166
C -5.330 -1.689 5.485
C -4.256 -1.094 6.180
N -3.328 -0.642 5.357
H -1.309 3.716 3.700
H -0.149 2.636 1.467
H -2.816 1.649 4.695
H -5.556 -0.195 1.894
H -5.694 -0.339 -0.841
H -3.124 -0.900 -1.588
H -2.667 -3.267 4.377
H -0.484 -4.758 3.805
H 0.338 -3.489 1.501
H -5.490 -1.912 3.278
H -6.220 -2.141 5.891
H -4.124 -0.982 7.246
C 4.409 -1.955 -4.266
C 4.306 -0.568 -3.614
C 4.128 0.478 -4.713
C 5.597 -0.265 -2.838
C 3.145 -0.566 -2.629
C 3.093 -1.503 -1.598
C 2.061 -1.468 -0.693
N 1.068 -0.578 -0.755
C 1.072 0.293 -1.764
C 2.098 0.339 -2.695
C -0.112 1.169 -1.822
C -0.348 2.060 -2.855
C -1.494 2.840 -2.867
C -2.353 2.698 -1.778
C -2.061 1.798 -0.782
N -0.968 1.020 -0.804
C -1.826 3.810 -3.993
C -0.758 3.804 -5.085
C -1.936 5.227 -3.413
C -3.172 3.397 -4.608
H 5.227 -1.958 -4.990
H 3.488 -2.211 -4.794
H 4.611 -2.738 -3.534
H 4.964 0.413 -5.409
H 4.116 1.494 -4.311
H 3.210 0.315 -5.284
H 6.444 -0.237 -3.525
H 5.800 -1.027 -2.083
H 5.533 0.702 -2.332
H 3.867 -2.248 -1.477
H 2.005 -2.190 0.108
H 2.071 1.080 -3.477
H 0.363 2.127 -3.662
H -3.263 3.278 -1.698
H -2.711 1.690 0.073
H 0.218 4.114 -4.702
H -1.041 4.510 -5.867
H -0.657 2.821 -5.551
H -0.997 5.537 -2.949
H -2.726 5.300 -2.663
H -2.170 5.933 -4.212
H -3.140 2.367 -4.970
H -3.406 4.047 -5.453
H -3.988 3.480 -3.888
Cl -2.124 -4.139 -3.527
C -1.069 -3.891 -2.120
C -0.998 -2.436 -1.685
O -1.159 -1.512 -2.464
O -0.709 -2.331 -0.420
H -0.068 -4.222 -2.392
H -1.436 -4.509 -1.308
O 1.289 -2.616 3.132
C 1.893 -1.479 2.883
N 1.537 -0.584 2.021
S 2.649 0.689 2.053
O 1.998 1.856 2.559
O 3.328 0.750 0.796
C 3.678 -0.022 3.285
C 4.846 0.464 3.834
C 5.455 -0.325 4.804
C 4.905 -1.544 5.195
C 3.728 -2.015 4.626
C 3.127 -1.227 3.663
H 5.268 1.412 3.528
H 6.374 0.015 5.262
H 5.403 -2.131 5.955
H 3.294 -2.960 4.923

***

[4]
69
Properties=species:S:1:pos:R:3 method="wB97M-V/def2-TZVPD" energy_ha=-7270.63389 e_lumo_ha="0.0856 / 0.0854" homo_energy_ev="-3.62 / -3.98" spin_multiplicity=3 charge=-1
V -0.928 1.951 1.357
C -2.864 2.465 2.645
C -2.278 1.287 3.160
C -1.013 1.618 3.685
C -0.826 3.015 3.525
C -1.962 3.531 2.891
H -3.826 2.535 2.161
H -2.694 0.293 3.112
H -0.315 0.924 4.126
H 0.061 3.567 3.790
H -2.094 4.556 2.575
C -1.533 5.174 -1.594
C -1.448 3.730 -1.175
C -1.795 2.664 -2.165
O -1.055 3.469 -0.054
H -2.192 5.319 -2.448
H -0.527 5.492 -1.881
H -1.849 5.780 -0.747
H -2.772 2.864 -2.609
H -1.761 1.697 -1.658
H -1.059 2.693 -2.973
C -1.479 0.369 0.410
Ge -0.643 -1.322 0.143
C -0.456 -2.358 1.819
C -1.169 -3.524 2.084
C -1.091 -4.158 3.319
C -0.289 -3.632 4.320
C 0.432 -2.470 4.074
C 0.345 -1.840 2.841
C -1.700 -2.477 -1.076
C -1.298 -3.776 -1.386
C -2.019 -4.569 -2.269
C -3.164 -4.068 -2.874
C -3.575 -2.774 -2.589
C -2.848 -1.993 -1.700
C 1.120 -1.296 -0.737
C 2.308 -1.588 -0.073
C 3.526 -1.584 -0.741
C 3.577 -1.293 -2.097
C 2.400 -1.007 -2.778
C 1.190 -1.011 -2.099
H -2.570 0.232 0.315
H -1.808 -3.951 1.318
H -1.664 -5.061 3.497
H -0.228 -4.120 5.285
H 1.063 -2.046 4.847
H 0.904 -0.925 2.672
H -0.395 -4.178 -0.937
H -1.683 -5.576 -2.490
H -3.729 -4.682 -3.565
H -4.464 -2.373 -3.061
H -3.178 -0.982 -1.484
H 2.291 -1.810 0.990
H 4.437 -1.801 -0.195
H 4.527 -1.282 -2.619
H 2.426 -0.771 -3.835
H 0.281 -0.787 -2.651
F 5.316 1.970 -3.233
C 4.493 1.917 -2.170
C 3.127 2.033 -2.334
F 2.615 2.205 -3.567
C 2.288 1.949 -1.238
F 0.968 2.072 -1.480
C 2.752 1.746 0.057
Se 1.648 1.642 1.617
C 4.136 1.628 0.180
F 4.688 1.414 1.384
C 4.997 1.713 -0.897
F 6.325 1.576 -0.725

***

[5]
132
Properties=species:S:1:pos:R:3 method="wB97M-V/def2-TZVPD" energy_ha=-2732.60485 e_lumo_ha=0.0038 homo_energy_ev=-7.39 spin_multiplicity=1 charge=0
C -3.576 -1.030 -3.376
C -4.527 -0.634 -2.185
O -5.625 -1.217 -2.064
N -4.139 0.410 -1.475
C -4.880 0.935 -0.308
H -4.163 -0.908 -4.286
H -3.224 -2.059 -3.309
H -2.776 -0.306 -3.214
H -3.285 0.820 -1.825
H -4.487 0.483 0.603
H -5.938 0.714 -0.444
H -4.615 1.992 -0.264
C 0.339 -0.863 0.856
C -0.159 0.518 1.398
O 0.231 0.888 2.543
N -1.124 1.255 0.706
C -1.246 1.295 -0.772
H -0.211 -1.071 -0.062
H 0.087 -1.639 1.578
H 1.371 -0.880 0.504
H -1.658 1.970 1.179
H -1.200 2.344 -1.065
H -2.260 0.907 -0.867
H -0.647 0.693 -1.454
C -3.570 4.275 1.996
C -2.394 3.574 1.347
O -2.552 2.658 0.605
N -1.221 3.990 1.770
C 0.025 3.459 1.292
H -3.335 5.109 2.657
H -4.222 3.571 2.514
H -4.294 4.520 1.219
H -1.173 4.854 2.290
H 0.334 2.451 1.571
H 0.768 4.199 1.587
H -0.052 3.244 0.226
C -0.945 0.111 3.654
C -1.321 -1.073 4.610
O -2.328 -1.731 4.456
N -0.383 -1.433 5.503
C -0.752 -2.356 6.656
H -1.469 0.016 2.703
H 0.134 0.181 3.513
H -1.356 0.976 4.175
H 0.544 -1.034 5.468
H -0.678 -1.806 7.594
H -0.128 -3.249 6.687
H -1.797 -2.655 6.735
C 2.293 0.717 -3.155
C 1.724 1.460 -2.006
O 0.526 1.605 -1.980
N 2.512 1.865 -0.994
C 2.099 2.578 0.196
H 3.330 0.403 -3.036
H 2.159 1.158 -4.143
H 1.819 -0.262 -3.228
H 3.469 1.568 -0.869
H 1.610 3.457 -0.225
H 2.997 2.870 0.741
H 1.453 2.097 0.930
C 2.887 -3.490 -3.801
C 2.854 -2.337 -2.912
O 3.595 -1.429 -3.135
N 1.979 -2.379 -1.912
C 1.840 -1.452 -0.809
H 3.866 -3.855 -4.111
H 2.498 -3.291 -4.800
H 2.490 -4.413 -3.379
H 1.522 -3.277 -1.844
H 1.911 -0.426 -1.172
H 2.640 -1.632 -0.091
H 0.918 -1.590 -0.246
C 4.588 -2.269 4.227
C 3.441 -2.791 3.397
O 3.626 -3.860 2.808
N 2.238 -2.119 3.432
C 1.097 -2.542 2.772
H 4.601 -1.203 4.453
H 5.518 -2.502 3.708
H 4.733 -2.812 5.161
H 2.150 -1.431 4.167
H 0.824 -3.509 3.195
H 1.310 -2.541 1.703
H 0.343 -1.794 3.013
C 0.315 2.863 -6.602
C 0.614 1.898 -5.475
O 1.722 1.456 -5.299
N -0.435 1.322 -4.775
C -0.399 0.254 -3.789
H -0.634 3.374 -6.444
H 0.372 2.382 -7.578
H 1.062 3.642 -6.443
H -1.306 1.819 -4.892
H -0.800 0.416 -2.788
H 0.612 -0.135 -3.669
H -0.880 -0.596 -4.273
C -4.023 1.991 -4.724
C -3.339 2.204 -3.401
O -2.748 1.345 -2.859
N -3.399 3.402 -2.813
C -2.658 3.773 -1.568
H -4.401 2.929 -5.132
H -4.923 1.377 -4.718
H -3.263 1.581 -5.389
H -4.158 4.022 -3.056
H -3.383 4.459 -1.131
H -1.795 4.424 -1.705
H -2.491 2.993 -0.825
C -0.815 -3.410 2.109
C -0.824 -4.379 3.273
O -0.283 -5.465 3.192
N -1.679 -4.188 4.296
C -1.859 -5.132 5.372
H 0.060 -3.687 1.521
H -0.673 -2.395 2.479
H -1.657 -3.594 1.442
H -1.903 -3.214 4.444
H -2.551 -4.701 6.095
H -0.911 -5.477 5.786
H -2.570 -5.883 5.029
C 5.648 0.356 -2.075
C 4.928 0.726 -0.851
O 4.566 1.887 -0.521
N 4.665 -0.253 0.056
C 3.736 -0.168 1.197
H 6.410 -0.328 -1.703
H 6.149 1.209 -2.531
H 5.197 -0.147 -2.931
H 4.779 -1.210 -0.247
H 2.671 -0.146 0.964
H 3.981 0.520 2.006
H 3.690 -1.149 1.670

***

[6]
153
Properties=species:S:1:pos:R:3 method="wB97M-V/def2-TZVPD" energy_ha=-5185.48455 e_lumo_ha=0.0638 homo_energy_ev=-7.27 spin_multiplicity=1 charge=-1
O -4.434 3.746 2.058
C -3.628 2.838 1.899
O -2.403 2.782 2.519
B -1.657 1.578 2.114
O -2.615 0.916 1.159
C -3.725 1.559 1.030
O -4.694 1.301 0.321
O -1.189 0.656 3.143
C 0.086 0.367 3.020
O 0.742 -0.382 3.769
C 0.609 1.294 1.899
O -0.438 1.946 1.367
O 1.791 1.395 1.587
C -4.196 10.251 3.018
Cl -2.752 9.597 3.896
Cl -4.188 12.019 2.836
H -4.370 9.730 2.076
H -5.016 10.087 3.717
C -11.073 1.644 5.635
C -10.753 0.369 4.821
O -11.690 -0.556 5.231
C -12.043 -1.573 4.457
O -11.679 -1.846 3.345
O -12.975 -2.384 5.047
C -13.590 -2.123 6.297
H -10.371 2.467 5.498
H -11.120 1.407 6.697
H -12.031 2.110 5.401
H -9.749 0.033 5.077
H -10.680 0.372 3.733
H -14.319 -1.313 6.284
H -12.885 -1.854 7.084
H -14.134 -3.053 6.459
C -3.229 -3.991 -7.065
C -4.176 -2.839 -6.907
O -4.975 -2.873 -5.724
C -5.941 -1.920 -5.475
O -6.753 -2.184 -4.568
O -5.825 -0.878 -6.249
C -6.665 0.227 -6.199
H -2.534 -4.019 -6.226
H -2.731 -3.842 -8.023
H -3.810 -4.908 -6.970
H -4.867 -2.914 -7.747
H -3.600 -1.918 -6.820
H -6.186 1.174 -6.448
H -6.971 0.363 -5.161
H -7.457 0.140 -6.942
C 1.382 4.132 7.783
C 1.305 2.857 8.691
O 2.391 2.940 9.607
C 3.695 2.434 9.295
O 4.629 2.405 10.069
O 3.767 2.120 7.975
C 4.930 1.558 7.471
H 1.368 5.067 8.342
H 0.600 4.094 7.024
H 2.252 4.228 7.133
H 1.169 1.894 8.199
H 0.421 3.094 9.282
H 5.133 0.553 7.841
H 5.851 1.965 7.887
H 4.987 1.669 6.389
C -0.114 -3.702 -1.628
C 1.085 -3.167 -2.415
O 0.638 -1.921 -2.983
C 1.220 -1.426 -4.128
O 2.282 -1.836 -4.685
O 0.648 -0.314 -4.605
C -0.537 0.217 -4.111
H -0.009 -4.769 -1.430
H -1.031 -3.616 -2.211
H -0.347 -3.303 -0.640
H 1.474 -3.853 -3.168
H 1.958 -2.989 -1.788
H -0.726 1.098 -4.725
H -0.348 0.560 -3.094
H -1.358 -0.491 -4.223
C 4.474 -7.225 3.318
C 3.346 -8.185 3.680
O 3.197 -9.032 2.552
C 2.405 -10.091 2.662
O 1.926 -10.523 3.720
O 2.234 -10.671 1.443
C 1.468 -11.873 1.334
H 4.284 -6.770 2.346
H 5.395 -7.807 3.332
H 4.505 -6.430 4.063
H 2.416 -7.646 3.856
H 3.607 -8.722 4.592
H 1.600 -12.377 0.376
H 0.398 -11.669 1.388
H 1.811 -12.621 2.048
C 9.818 4.163 -8.978
C 8.377 3.925 -9.175
O 7.621 4.189 -8.012
C 7.407 3.351 -7.000
O 7.502 2.128 -7.007
O 7.021 4.144 -5.954
C 6.497 3.627 -4.792
H 10.367 3.951 -9.895
H 10.269 3.621 -8.146
H 10.008 5.204 -8.716
H 8.155 2.869 -9.331
H 7.827 4.472 -9.940
H 5.721 2.887 -4.990
H 6.105 4.527 -4.317
H 7.226 3.250 -4.075
C -1.287 8.058 -6.999
C -1.642 7.884 -5.540
O -0.539 7.707 -4.715
C -0.690 7.831 -3.401
O -1.675 8.176 -2.759
O 0.603 7.632 -2.900
C 0.889 8.023 -1.590
H -2.133 8.430 -7.576
H -1.096 7.112 -7.507
H -0.500 8.775 -7.232
H -2.282 7.018 -5.369
H -2.092 8.843 -5.284
H 0.541 7.363 -0.796
H 0.565 9.036 -1.349
H 1.969 8.054 -1.446
C 12.370 1.137 -1.989
C 12.735 -0.280 -2.514
O 11.805 -0.867 -3.383
C 10.697 -1.477 -2.953
O 9.733 -1.825 -3.712
O 10.691 -1.710 -1.640
C 9.530 -2.061 -0.905
H 11.440 0.927 -1.460
H 12.376 1.887 -2.780
H 13.237 1.233 -1.335
H 12.896 -0.846 -1.597
H 13.616 -0.128 -3.138
H 8.667 -1.450 -1.169
H 9.675 -1.821 0.148
H 9.287 -3.121 -0.984
C -4.795 -2.800 6.034
C -4.579 -3.926 5.026
O -5.474 -3.880 3.937
C -5.644 -4.751 2.917
O -6.512 -4.613 2.009
O -4.783 -5.807 3.057
C -4.888 -6.924 2.192
H -3.975 -2.750 6.750
H -5.695 -2.873 6.646
H -4.768 -1.855 5.491
H -4.671 -4.883 5.539
H -3.586 -3.950 4.577
H -4.865 -6.650 1.137
H -5.814 -7.414 2.494
H -4.146 -7.631 2.562

***

[7]
9
Properties=species:S:1:pos:R:3 method="wB97M-V/def2-TZVPD" energy_ha=-569.17083 e_lumo_ha="0.0054 / 0.0077" homo_energy_ev="-7.99 / -8.00" spin_multiplicity=1 charge=0
C -1.310 -0.034 -0.178
N -0.020 -1.546 1.376
O 0.999 1.427 -0.594
S -0.231 -1.329 -0.177
H -1.317 0.506 0.783
H -1.617 0.209 -1.131
H 0.600 -2.231 1.758
H 1.033 1.829 -1.520
H 1.862 1.169 -0.317